[1]
{
  "formula": "C19H30N2OS2",
  "method": "wB97M-V/def2-TZVPD",
  "gap_ev": 8.877,
  "fmax_ev_per_a": 16.09,
  "total_charge": 0,
  "multiplicity": 1,
  "homo_energy_ev": -8.39,
  "e_tot_ev": -46869.51586,
  "species": ["C", "C", "C", "C", "C", "C", "C", "H", "H", "C", "N", "C", "C", "N", "C", "H", "C", "C", "H", "H", "C", "O", "H", "H", "H", "H", "H", "C", "C", "H", "H", "S", "C", "C", "H", "H", "S", "C", "H", "H", "H", "H", "H", "H", "H", "H", "H", "H", "H", "H", "H", "H", "H", "H"],
  "positions_angstrom": [[-7.15162, -1.75663, 0.74295], [-5.73023, -1.24374, 0.17140], [-4.85814, -1.94789, -0.57869], [-3.75304, -1.57698, -1.03588], [-3.41138, -0.40911, -0.90805], [-4.36130, 0.49231, 0.01630], [-5.59962, -0.04567, 0.59112], [-6.19658, 0.74508, 0.86097], [-4.09161, 1.63250, 0.06179], [-2.08606, 0.27065, -1.25599], [-1.24900, 0.75666, -0.12368], [-1.04729, -0.59360, 0.46604], [0.00408, -0.65315, 1.65234], [1.26339, 0.22430, 1.45065], [1.00717, 1.30399, 0.49116], [1.90337, 1.68167, 0.40064], [0.11439, 0.97721, -0.54091], [-0.12515, 2.44267, -1.21947], [-0.54574, 2.46971, -2.28975], [0.87766, 2.89963, -1.45730], [-0.81116, 3.57650, -0.54388], [-2.13468, 3.30045, 0.21002], [-1.92485, 2.41679, 0.46207], [-1.00080, 4.51595, -0.90017], [-0.09803, 4.04976, 0.12641], [0.64090, 0.47503, -1.32947], [0.57560, 1.87079, 1.29035], [2.41686, -0.54711, 1.10607], [2.37088, -1.33224, -0.16732], [2.56050, -0.55060, -0.95828], [1.58302, -1.79854, -0.52556], [3.85327, -2.42742, -0.63950], [5.07012, -1.23238, -1.33988], [5.63315, -0.34962, -0.48084], [6.11651, -0.74646, 0.40236], [6.42491, 0.56566, -0.98496], [4.48873, 1.00887, 0.00519], [3.67153, 0.05712, 1.77521], [4.40934, -0.62124, 1.87543], [3.33487, 0.87585, 2.39876], [4.58404, -0.88716, -2.02998], [5.68168, -1.84940, -1.51779], [2.20611, -1.59418, 1.86790], [0.10952, -1.56187, 2.29986], [-0.62470, 0.26980, 2.39298], [-1.74592, -1.13522, 0.91282], [-0.42550, -1.55578, -0.06734], [-2.18994, 1.12279, -1.70110], [-1.65632, -0.28513, -2.08825], [-3.27890, -2.12381, -1.52263], [-5.26224, -3.01503, -0.81008], [-7.97624, -1.38322, -0.05884], [-7.01932, -2.78256, 0.58086], [-7.35703, -1.46558, 1.75414]],
  "atomic_forces_ev_per_a": [[0.41, 0.84, -4.51], [-5.84, -4.82, 1.78], [-9.16, -7.21, 2.46], [-2.65, 1.43, 2.29], [1.38, 14.94, 5.81], [1.50, 0.14, -1.71], [8.06, 7.08, -2.71], [-2.03, 0.80, 1.57], [-0.45, -2.33, 0.10], [-0.99, -2.53, 0.38], [0.76, -7.77, 0.71], [7.17, -2.80, 1.33], [-1.93, 7.04, 2.47], [-0.85, -3.57, -0.41], [-2.86, -2.32, 6.47], [4.45, 2.30, -2.02], [-1.84, 6.64, -4.46], [1.34, 1.01, -4.10], [0.30, -1.13, 1.34], [-0.52, -0.60, 0.33], [-1.41, -0.69, 4.68], [2.49, 1.26, -1.82], [-0.37, -1.42, 0.84], [-0.96, 1.71, -3.26], [0.32, -0.87, 1.59], [-0.67, -1.42, -0.48], [-1.18, 1.94, -0.48], [-0.91, -5.62, 5.41], [6.77, 4.05, -2.07], [-0.39, -0.50, 0.30], [-4.13, -2.43, -0.54], [-1.13, 0.26, 1.45], [-5.63, -0.03, 6.97], [3.33, 8.38, 2.73], [0.23, -0.08, 0.01], [-1.60, -3.43, 0.89], [-0.44, -0.59, 2.77], [-2.90, 2.75, -6.10], [2.45, -1.83, 1.27], [0.67, -0.38, 0.53], [-4.49, 4.00, -8.01], [8.65, -8.60, -3.82], [0.88, 2.59, -1.20], [0.15, 0.79, -1.14], [1.52, -2.86, -1.24], [-4.24, -1.38, 1.33], [-2.03, 2.80, -0.79], [-2.01, 5.13, -3.07], [1.16, -0.80, 0.58], [7.76, -8.99, -7.70], [0.96, 1.68, 0.35], [1.69, -0.78, 2.19], [-0.79, -1.91, 0.41], [0.00, 0.15, 0.26]],
  "lowdin_charge": [-0.02, -0.31, -0.06, -0.17, -0.13, 0.12, -0.08, 0.09, 0.12, -0.13, -0.03, -0.20, -0.10, -0.15, -0.19, 0.05, -0.30, -0.12, 0.13, 0.13, -0.19, -0.10, -0.01, 0.08, 0.10, 0.15, 0.14, -0.50, -0.42, 0.06, 0.00, 0.90, -0.57, -0.58, 0.08, 0.15, 0.77, -0.11, 0.01, 0.08, -0.01, -0.04, 0.19, 0.12, 0.18, 0.06, 0.18, 0.05, 0.15, 0.04, 0.16, 0.13, 0.02, 0.06]
}

[2]
{
  "formula": "CH2BrClO2S",
  "method": "wB97M-V/def2-TZVPD",
  "gap_ev": [9.772, 3.856],
  "fmax_ev_per_a": 1.82,
  "total_charge": 0,
  "multiplicity": 1,
  "homo_energy_ev": [-10.52, -8.20],
  "e_tot_ev": -98560.55560,
  "species": ["C", "O", "O", "S", "Cl", "Br", "H", "H"],
  "positions_angstrom": [[1.71899, -1.11620, 0.65622], [-2.35389, 1.62421, -1.83520], [-0.74016, 1.93099, -0.05320], [-2.07276, 1.58849, -0.43563], [-2.31646, -0.58269, 0.23999], [2.95152, -0.75739, -0.59355], [0.97924, -1.76041, 0.32966], [1.83352, -0.92701, 1.69173]],
  "atomic_forces_ev_per_a": [[-0.13, 0.19, 0.54], [-0.86, 0.02, -0.09], [0.02, 0.29, 0.82], [0.93, -1.32, -0.50], [-0.07, 0.99, -0.22], [1.09, 0.48, -0.68], [-1.43, -1.04, -0.43], [0.44, 0.39, 0.57]],
  "lowdin_charge": [-0.59, -0.38, -0.38, 0.60, 0.16, 0.67, -0.06, -0.02]
}

[3]
{
  "formula": "C7H6S",
  "method": "wB97M-V/def2-TZVPD",
  "smiles": "C#CC(C)(C#C)C=S",
  "gap_ev": 8.386,
  "fmax_ev_per_a": 5.94,
  "total_charge": 0,
  "multiplicity": 1,
  "homo_energy_ev": -9.13,
  "e_tot_ev": -18184.52519,
  "species": ["C", "C", "C", "C", "C", "C", "C", "S", "H", "H", "H", "H", "H", "H"],
  "positions_angstrom": [[-0.72018, 2.38947, -0.50167], [-0.71296, 1.13934, -0.24552], [0.12791, -0.15402, -0.01873], [0.72277, -0.30013, 1.47058], [-1.06326, -1.07430, -0.29984], [-2.03184, -1.73531, -0.75596], [1.36108, -0.18724, -0.94027], [2.95450, -0.30472, -0.58276], [-1.08993, 3.40252, -0.61903], [1.34235, -1.19488, 1.69072], [1.31172, 0.44987, 1.90083], [-0.21017, -0.23058, 2.09033], [-2.90362, -2.38109, -1.21932], [0.91162, 0.18107, -1.96936]],
  "atomic_forces_ev_per_a": [[-1.02, -4.74, 1.20], [3.27, 4.92, -0.64], [-0.80, 0.14, 2.11], [-3.22, -1.05, 0.30], [-2.07, -3.11, -2.14], [1.82, 0.95, 0.61], [-1.08, 1.56, -2.55], [-2.06, -0.09, -0.43], [0.30, -0.58, -0.07], [-1.02, 0.07, -0.69], [0.94, 1.86, -0.48], [0.87, -0.73, -0.10], [2.41, 1.87, 1.47], [1.66, -1.06, 1.42]],
  "lowdin_charge": [0.15, -0.07, -0.52, -0.09, -0.11, 0.10, -0.60, 0.72, 0.03, 0.08, 0.04, 0.09, 0.08, 0.11]
}

[4]
{
  "formula": "C3H10NOS",
  "method": "wB97M-V/def2-TZVPD",
  "gap_ev": 6.399,
  "fmax_ev_per_a": 0.67,
  "total_charge": -1,
  "multiplicity": 1,
  "homo_energy_ev": -2.49,
  "e_tot_ev": -17647.01477,
  "species": ["C", "C", "S", "C", "N", "H", "H", "H", "H", "H", "H", "H", "H", "H", "H", "O"],
  "positions_angstrom": [[-0.32061, -0.82165, 0.41633], [-0.16285, -1.65425, -0.84663], [0.21198, -0.70373, -2.37626], [0.79487, 0.17964, 0.64877], [0.70369, 0.76507, 1.98844], [-1.27265, -0.28973, 0.36805], [-0.38635, -1.45012, 1.30607], [0.59683, -2.43947, -0.69831], [-1.08481, -2.18379, -1.05878], [1.75436, -0.32908, 0.49871], [0.76274, 0.94549, -0.10740], [1.13736, 1.67415, 2.03807], [1.13502, 0.15996, 2.66724], [-0.85253, 1.39177, -1.72171], [-1.76221, 2.49806, -1.17070], [-1.25483, 2.25767, -1.95190]],
  "atomic_forces_ev_per_a": [[-0.13, 0.19, -0.12], [0.36, -0.21, -0.53], [-0.01, 0.11, 0.37], [0.30, -0.50, 0.11], [-0.42, 0.24, 0.02], [-0.08, 0.20, 0.00], [0.00, -0.31, 0.15], [0.01, 0.25, 0.06], [-0.31, -0.19, 0.25], [0.07, -0.05, -0.08], [-0.08, 0.35, -0.19], [0.18, -0.01, 0.00], [0.11, -0.03, 0.19], [0.10, -0.22, -0.62], [0.00, 0.00, -0.01], [-0.08, 0.18, 0.39]],
  "lowdin_charge": [-0.33, -0.75, 0.19, -0.34, -0.03, 0.09, 0.09, 0.03, 0.02, 0.10, 0.06, 0.04, 0.04, -0.09, 0.00, -0.14]
}